[1]
This record from OMol25 describes a molecular structure, C40H36MnN5O2PS2. The level of theory is the ωB97M-V functional and the def2-TZVPD basis.

Summary:
Highest occupied orbital energy (spin up / spin down) (eV): 0.0 / -1.2
<S²>: 8.763
Charge: -2
Spin multiplicity: 6
LUMO energy (spin up / spin down) (eV): 4.156 / 4.153
HOMO-LUMO gap (spin up / spin down) (eV): 4.17 / 5.35
Energy above the lowest of the compared OMol25 structures with the same formula, charge and spin (kcal per mole): 26.71

Geometry (Å):
Mn: 0.699 -0.045 0.022
O: 0.781 0.112 1.860
C: 1.191 0.945 2.749
C: 1.109 0.613 4.121
C: 1.530 1.479 5.107
C: 2.082 2.715 4.769
C: 2.200 3.059 3.438
C: 1.751 2.221 2.409
C: 1.893 2.616 1.023
N: 1.246 2.130 -0.026
C: 1.715 2.794 -1.126
C: 2.654 3.702 -0.761
N: 2.749 3.597 0.608
H: 0.696 -0.357 4.369
H: 1.436 1.190 6.148
H: 2.412 3.401 5.540
H: 2.627 4.024 3.178
H: 1.337 2.563 -2.109
H: 3.248 4.396 -1.329
H: 3.451 4.022 1.184
O: 0.716 -0.223 -1.853
N: 1.780 -0.265 -2.631
C: 1.558 -0.273 -3.961
C: 2.589 -0.255 -4.858
C: 3.902 -0.246 -4.379
C: 4.114 -0.275 -3.020
C: 3.049 -0.297 -2.103
S: 3.277 -0.342 -0.417
H: 0.512 -0.292 -4.231
H: 2.378 -0.256 -5.918
H: 4.742 -0.230 -5.063
H: 5.112 -0.287 -2.609
C: -1.304 4.863 -0.219
C: -2.807 4.755 -0.235
C: -3.581 5.894 -0.423
C: -4.967 5.829 -0.468
C: -5.592 4.600 -0.314
C: -4.834 3.461 -0.105
C: -3.438 3.506 -0.073
P: -2.402 2.019 0.289
C: -3.460 1.336 1.643
C: -4.410 0.341 1.414
C: -5.178 -0.166 2.450
C: -5.010 0.320 3.738
C: -4.064 1.306 3.979
C: -3.280 1.819 2.951
C: -2.246 2.874 3.243
C: -2.760 0.889 -1.097
C: -3.495 1.262 -2.220
C: -3.674 0.392 -3.286
C: -3.065 -0.867 -3.241
C: -2.307 -1.245 -2.155
C: -2.128 -0.394 -1.034
C: -1.348 -0.806 0.095
H: -0.984 5.895 -0.378
H: -0.866 4.239 -0.996
H: -0.899 4.510 0.732
H: -3.090 6.855 -0.540
H: -5.552 6.729 -0.619
H: -6.674 4.537 -0.359
H: -5.332 2.508 0.030
H: -4.527 -0.055 0.413
H: -5.898 -0.951 2.252
H: -5.602 -0.078 4.554
H: -3.918 1.669 4.991
H: -2.037 2.941 4.311
H: -2.582 3.853 2.886
H: -1.313 2.635 2.729
H: -3.938 2.250 -2.269
H: -4.273 0.688 -4.141
H: -3.190 -1.553 -4.073
H: -1.805 -2.206 -2.142
H: -1.152 -1.877 0.131
H: -1.700 -0.418 1.049
C: 1.239 -6.840 2.471
C: 1.553 -6.568 1.022
C: 2.110 -7.554 0.208
C: 2.407 -7.152 -1.090
N: 2.153 -5.951 -1.564
C: 1.542 -5.050 -0.725
S: 1.114 -3.527 -1.331
N: 1.277 -5.357 0.580
H: 1.506 -7.861 2.748
H: 0.176 -6.679 2.653
H: 1.786 -6.137 3.100
H: 2.307 -8.557 0.566
H: 2.883 -7.844 -1.786

---

[2]
This record from OMol25 describes a molecular structure, C40H36MoN3O2S6. The level of theory is the ωB97M-V functional and the def2-TZVPD basis.

Summary:
Highest occupied orbital energy (eV): -10.2
Charge: +1
Spin multiplicity: 1
LUMO energy (eV): -3.568
HOMO-LUMO gap (eV): 6.67
Energy above the lowest of the compared OMol25 structures with the same formula, charge and spin (kcal per mole): 0.00

Geometry (Å):
Mo: 1.653 -1.367 0.996
S: 2.690 -0.877 -1.084
C: 2.487 -2.344 -2.055
C: 2.939 -2.340 -3.376
C: 2.795 -3.457 -4.179
C: 2.192 -4.608 -3.684
C: 1.735 -4.626 -2.378
C: 1.898 -3.507 -1.568
S: 1.268 -3.603 0.101
C: 2.546 -4.579 0.919
C: 3.819 -3.823 1.119
C: 5.013 -4.513 1.253
C: 6.169 -3.812 1.535
C: 6.093 -2.437 1.659
C: 4.873 -1.807 1.479
C: 4.804 -0.313 1.518
S: 3.175 0.322 1.963
C: 3.094 0.001 3.717
C: 3.750 0.882 4.570
C: 3.684 0.692 5.938
C: 2.941 -0.368 6.445
C: 2.275 -1.232 5.594
C: 2.337 -1.058 4.211
S: 1.484 -2.207 3.167
N: 3.746 -2.487 1.218
H: 3.407 -1.444 -3.765
H: 3.150 -3.430 -5.200
H: 2.068 -5.478 -4.314
H: 1.241 -5.506 -1.983
H: 2.708 -5.500 0.360
H: 2.118 -4.838 1.891
H: 5.020 -5.589 1.151
H: 7.112 -4.327 1.659
H: 6.970 -1.845 1.881
H: 4.994 0.086 0.518
H: 5.545 0.102 2.200
H: 4.302 1.718 4.157
H: 4.196 1.372 6.605
H: 2.874 -0.517 7.515
H: 1.694 -2.053 5.993
C: -7.245 1.146 -5.152
C: -6.074 0.657 -4.343
O: -5.075 1.296 -4.150
S: -6.338 -0.983 -3.671
C: -4.837 -1.181 -2.754
C: -3.657 -1.504 -3.413
C: -2.479 -1.631 -2.699
C: -2.470 -1.430 -1.317
C: -3.664 -1.131 -0.658
C: -4.842 -1.009 -1.374
C: -1.238 -1.468 -0.591
C: -0.212 -1.464 0.059
H: -6.875 1.701 -6.011
H: -7.826 1.827 -4.527
H: -7.890 0.332 -5.475
H: -3.665 -1.647 -4.485
H: -1.555 -1.879 -3.206
H: -3.656 -0.982 0.414
H: -5.766 -0.765 -0.867
C: -2.458 2.059 -1.906
C: -1.123 1.881 -2.615
C: 0.084 2.323 -1.794
N: 0.317 1.485 -0.618
C: -0.103 1.662 0.619
S: 0.283 0.574 1.882
N: -0.868 2.768 0.858
C: -1.412 3.202 2.084
O: -1.222 2.620 3.117
C: -2.248 4.431 1.965
C: -3.212 4.633 2.949
C: -4.028 5.750 2.899
C: -3.876 6.677 1.877
C: -2.904 6.490 0.905
C: -2.092 5.368 0.946
H: -3.278 1.718 -2.537
H: -2.646 3.113 -1.672
H: -2.501 1.481 -0.980
H: -1.115 2.451 -3.546
H: -0.987 0.832 -2.890
H: 0.001 3.369 -1.488
H: 0.993 2.253 -2.391
H: 0.809 0.612 -0.791
H: -1.221 3.240 0.041
H: -3.308 3.904 3.742
H: -4.783 5.899 3.659
H: -4.512 7.552 1.841
H: -2.771 7.223 0.120
H: -1.313 5.264 0.199

---

[3]
This record from OMol25 describes a molecular structure, C40H36N10O6OsS. The level of theory is the ωB97M-V functional and the def2-TZVPD basis.

Summary:
Highest occupied orbital energy (eV): -5.2
Charge: 0
Spin multiplicity: 1
LUMO energy (eV): -0.344
HOMO-LUMO gap (eV): 4.82
Energy above the lowest of the compared OMol25 structures with the same formula, charge and spin (kcal per mole): 10.92

Geometry (Å):
Os: 1.517 -0.425 1.500
C: -1.618 3.925 0.019
N: -0.550 2.949 0.048
C: -0.461 1.806 0.728
N: 0.682 1.211 0.423
C: 1.276 2.075 -0.449
N: 0.556 3.135 -0.703
C: -2.531 3.759 -1.173
C: -2.970 4.876 -1.871
C: -3.839 4.742 -2.946
C: -4.276 3.489 -3.335
C: -3.834 2.364 -2.639
C: -2.963 2.500 -1.565
C: -4.304 1.047 -3.046
N: -5.075 0.736 -4.031
N: -5.251 -0.635 -3.976
C: -4.572 -1.051 -2.962
O: -3.935 -0.039 -2.318
C: -4.435 -2.410 -2.455
C: -5.121 -3.445 -3.088
C: -4.989 -4.736 -2.610
C: -4.178 -4.995 -1.513
C: -3.497 -3.966 -0.876
C: -2.635 -4.277 0.326
N: -1.399 -3.522 0.340
C: -1.135 -2.320 0.857
N: 0.094 -1.960 0.538
C: 0.553 -3.019 -0.187
N: -0.320 -3.985 -0.325
C: -3.631 -2.670 -1.351
H: -1.148 4.907 0.001
H: -2.171 3.833 0.956
H: -1.181 1.442 1.442
H: 2.251 1.906 -0.870
H: -2.621 5.860 -1.580
H: -4.171 5.619 -3.485
H: -4.952 3.365 -4.170
H: -2.615 1.617 -1.044
H: -5.739 -3.226 -3.947
H: -5.508 -5.548 -3.100
H: -4.063 -6.013 -1.158
H: -2.352 -5.328 0.309
H: -3.157 -4.082 1.265
H: -1.820 -1.752 1.467
H: 1.552 -3.054 -0.585
H: -3.092 -1.855 -0.886
C: 2.479 0.754 2.548
C: 3.615 1.590 2.608
C: 4.826 1.157 3.199
C: 5.894 2.020 3.340
C: 5.810 3.345 2.923
C: 4.620 3.790 2.359
C: 3.539 2.943 2.203
H: 4.918 0.128 3.527
H: 6.814 1.652 3.780
H: 6.653 4.013 3.034
H: 4.532 4.819 2.030
H: 2.619 3.322 1.771
C: 1.655 0.229 5.274
S: 0.746 1.118 3.989
C: -0.743 1.301 5.034
O: 0.092 0.081 3.027
H: 1.035 -0.594 5.628
H: 1.872 0.921 6.088
H: 2.574 -0.139 4.838
H: -0.471 1.876 5.920
H: -1.160 0.335 5.320
H: -1.480 1.860 4.459
N: 3.397 -2.642 2.210
C: 3.576 -3.824 2.815
C: 2.437 -4.084 3.551
C: 1.598 -2.987 3.313
N: 2.199 -2.128 2.501
H: 3.890 -2.156 1.457
H: 4.490 -4.379 2.694
H: 2.246 -4.936 4.177
H: 0.621 -2.751 3.701
O: 4.801 -0.819 -1.061
C: 3.589 -0.737 -0.942
O: 2.982 -1.082 0.157
C: 2.760 -0.309 -2.135
C: 3.434 0.074 -3.290
C: 2.757 0.461 -4.448
C: 1.384 0.440 -4.398
O: 0.488 0.781 -5.375
C: -0.807 0.521 -4.834
O: -0.651 0.133 -3.471
C: 0.707 0.048 -3.259
C: 1.359 -0.338 -2.121
H: 4.515 0.073 -3.261
H: 3.284 0.764 -5.342
H: -1.275 -0.294 -5.394
H: -1.405 1.433 -4.883
H: 0.817 -0.635 -1.240

---

[4]
This record from OMol25 describes a molecular structure, C40H36N4O3P2V. The level of theory is the ωB97M-V functional and the def2-TZVPD basis.

Summary:
Highest occupied orbital energy (spin up / spin down) (eV): -13.0 / -13.0
<S²>: 0.780
Charge: +2
Spin multiplicity: 2
LUMO energy (spin up / spin down) (eV): -6.653 / -6.028
HOMO-LUMO gap (spin up / spin down) (eV): 6.37 / 6.99
Energy above the lowest of the compared OMol25 structures with the same formula, charge and spin (kcal per mole): 0.00

Geometry (Å):
V: 0.153 -0.227 0.148
C: 0.403 3.040 0.860
P: 1.097 1.545 1.639
C: 0.417 1.424 3.313
C: 1.218 1.224 4.435
C: 0.630 1.052 5.682
C: -0.749 1.089 5.815
C: -1.552 1.306 4.700
C: -0.973 1.467 3.453
C: 2.891 1.594 1.760
C: 3.645 2.723 1.456
C: 5.030 2.669 1.525
C: 5.666 1.492 1.893
C: 4.918 0.358 2.190
C: 3.537 0.408 2.118
C: -0.245 2.655 -0.433
C: -0.656 3.436 -1.453
C: -1.265 2.581 -2.437
C: -1.200 1.316 -1.971
C: -1.727 0.037 -2.537
P: -0.554 -1.259 -2.022
C: 0.718 -1.416 -3.289
C: 1.179 -2.661 -3.708
C: 2.198 -2.737 -4.647
C: 2.755 -1.578 -5.167
C: 2.296 -0.335 -4.748
C: 1.284 -0.248 -3.807
C: -1.419 -2.835 -1.870
C: -0.818 -3.873 -1.155
C: -1.455 -5.100 -1.044
C: -2.702 -5.292 -1.625
C: -3.307 -4.260 -2.330
C: -2.665 -3.037 -2.463
N: -0.554 1.301 -0.710
H: 1.169 3.798 0.702
H: -0.323 3.460 1.563
H: 2.296 1.215 4.344
H: 1.255 0.908 6.552
H: -1.202 0.968 6.789
H: -2.627 1.356 4.805
H: -1.608 1.626 2.586
H: 3.170 3.647 1.161
H: 5.611 3.551 1.295
H: 6.745 1.458 1.953
H: 5.412 -0.559 2.482
H: 2.957 -0.482 2.343
H: -0.553 4.506 -1.513
H: -1.709 2.891 -3.368
H: -1.835 0.088 -3.621
H: -2.702 -0.209 -2.105
H: 0.737 -3.571 -3.322
H: 2.546 -3.705 -4.982
H: 3.539 -1.643 -5.909
H: 2.723 0.571 -5.158
H: 0.947 0.727 -3.473
H: 0.144 -3.720 -0.681
H: -0.977 -5.907 -0.506
H: -3.198 -6.249 -1.540
H: -4.273 -4.412 -2.793
H: -3.139 -2.253 -3.039
C: 5.170 0.476 -2.291
N: 4.134 -0.228 -1.530
C: 4.349 -1.494 -1.111
C: 3.451 -2.218 -0.393
C: 2.239 -1.557 -0.118
O: 1.220 -1.972 0.557
N: 2.016 -0.322 -0.587
C: 2.929 0.443 -1.272
O: 2.720 1.583 -1.608
H: 6.137 0.309 -1.823
H: 4.935 1.536 -2.283
H: 5.185 0.116 -3.319
H: 5.315 -1.903 -1.378
H: 3.656 -3.220 -0.055
O: -1.146 -0.940 1.269
N: -1.216 -2.015 2.060
C: -0.449 -2.067 3.160
C: -0.559 -3.151 4.000
C: -1.459 -4.162 3.696
C: -2.238 -4.064 2.552
C: -2.102 -2.967 1.733
H: 0.202 -1.220 3.323
H: 0.056 -3.188 4.888
H: -1.558 -5.018 4.350
H: -2.954 -4.828 2.286
H: -2.663 -2.793 0.828

---

[5]
This record from OMol25 describes a molecular structure, C40H37AsBIN11S3Sr. The level of theory is the ωB97M-V functional and the def2-TZVPD basis.

Summary:
Highest occupied orbital energy (eV): -4.0
Charge: -1
Spin multiplicity: 1
LUMO energy (eV): 1.721
HOMO-LUMO gap (eV): 5.73
Energy above the lowest of the compared OMol25 structures with the same formula, charge and spin (kcal per mole): 1.88

Geometry (Å):
Sr: -0.264 0.094 -0.012
C: 3.669 -0.082 -2.938
C: 2.297 -0.031 -2.664
N: 2.071 -0.108 -1.356
N: 3.279 -0.212 -0.766
C: 4.252 -0.195 -1.692
B: 3.453 -0.231 0.775
N: 3.002 1.141 1.327
C: 3.817 2.094 1.811
C: 3.092 3.260 1.950
C: 1.811 2.914 1.499
N: 1.760 1.638 1.133
N: 2.692 -1.400 1.411
C: 3.246 -2.484 1.984
C: 2.238 -3.349 2.349
C: 1.067 -2.698 1.942
N: 1.346 -1.524 1.381
H: 4.158 -0.053 -3.896
H: 1.470 0.033 -3.355
H: 5.286 -0.269 -1.397
H: 4.627 -0.364 1.016
H: 4.854 1.877 2.008
H: 3.439 4.216 2.303
H: 0.916 3.513 1.416
H: 4.316 -2.562 2.081
H: 2.333 -4.313 2.817
H: 0.038 -3.017 2.020
S: -2.210 -1.734 1.389
C: -3.647 -1.842 0.399
C: -4.666 -2.704 0.929
N: -5.450 -3.418 1.382
C: -3.857 -1.234 -0.800
S: -2.803 -0.127 -1.633
C: -5.090 -1.513 -1.490
N: -6.060 -1.724 -2.075
S: -1.682 2.541 1.745
C: -0.969 1.777 3.086
N: -1.202 0.497 3.359
C: -0.486 -0.252 4.377
C: 0.911 0.323 4.519
C: 0.798 1.806 4.832
N: -0.127 2.446 3.900
H: -1.845 -0.014 2.744
H: -0.463 -1.294 4.056
H: -1.019 -0.206 5.333
H: 1.455 0.177 3.582
H: 1.457 -0.184 5.315
H: 1.768 2.295 4.731
H: 0.449 1.949 5.860
H: 0.072 3.382 3.597
C: 3.530 -5.639 -0.665
C: 3.718 -4.309 -1.019
C: 2.629 -3.515 -1.343
C: 1.337 -4.041 -1.335
C: 1.159 -5.376 -0.993
C: 2.249 -6.169 -0.653
As: -0.129 -2.806 -1.745
C: 0.161 -2.623 -3.671
C: -0.569 -1.637 -4.334
C: -0.402 -1.436 -5.697
C: 0.504 -2.211 -6.409
C: 1.234 -3.193 -5.754
C: 1.061 -3.400 -4.391
C: -1.661 -4.007 -1.773
C: -2.411 -4.217 -2.925
C: -3.583 -4.961 -2.871
C: -4.010 -5.506 -1.671
C: -3.261 -5.310 -0.519
C: -2.098 -4.556 -0.569
H: 4.379 -6.258 -0.401
H: 4.714 -3.883 -1.035
H: 2.789 -2.481 -1.620
H: 0.166 -5.808 -0.994
H: 2.093 -7.207 -0.385
H: -1.291 -1.041 -3.781
H: -0.982 -0.674 -6.202
H: 0.639 -2.052 -7.472
H: 1.939 -3.804 -6.305
H: 1.635 -4.169 -3.888
H: -2.100 -3.785 -3.867
H: -4.176 -5.090 -3.768
H: -4.939 -6.059 -1.623
H: -3.609 -5.697 0.430
H: -1.558 -4.354 0.348
I: 2.820 5.288 -2.523
C: 0.979 4.362 -2.216
C: -0.209 5.021 -2.485
C: -1.397 4.352 -2.246
C: -1.352 3.060 -1.742
N: -0.203 2.433 -1.486
C: 0.943 3.068 -1.721
H: -0.205 6.032 -2.870
H: -2.350 4.824 -2.439
H: -2.257 2.501 -1.529
H: 1.853 2.526 -1.495